Molecular formula: C7H15N3
Method: DFT, the ωB97M-V functional and the def2-TZVPD basis

Calculated values
Charge: +2
E_LUMO in eV: -6.8
Frontier orbital gap in Eh: 0.3994
HOMO in eV: -17.66
F_max in Eh/bohr: 0.1125

CARTESIAN COORDINATES (ANGSTROEM)
C (2.155, -1.924, 0.194)
C (1.315, -1.040, -0.099)
C (-1.277, -0.690, -2.232)
C (-3.619, -1.667, -2.308)
C (1.503, 2.236, 0.820)
C (-0.015, 0.991, 2.358)
C (0.584, -0.014, 0.131)
N (-0.091, -0.286, -2.461)
N (-2.302, -1.215, -2.037)
N (1.060, 0.869, 1.257)
H (3.210, -1.890, -0.244)
H (-3.392, -2.545, -3.016)
H (-4.156, -0.836, -2.794)
H (-4.074, -2.199, -1.472)
H (2.281, 2.747, 1.519)
H (2.054, 2.068, -0.147)
H (0.734, 2.987, 0.568)
H (-0.558, 0.153, 2.495)
H (0.497, 1.232, 3.391)
H (-0.657, 1.835, 2.058)
H (-0.229, 0.410, -0.422)
H (0.326, 0.630, -2.901)
H (0.464, -1.041, -2.827)
H (2.074, -2.784, 0.904)
H (1.979, 0.429, 1.612)

Atoms 1-6, force components in eV/Å:
4.709 -3.341 0.320
-1.603 0.838 0.382
-3.670 -1.064 -0.330
0.152 -2.380 -1.626
2.357 1.313 -1.282
3.012 3.704 1.392

Partial charges, Mulliken, in e:
1. C -0.718
2. C 0.569
3. C 0.454
4. C -0.589
5. C -0.909
6. C -0.841
7. C -0.659
8. N -0.513
9. N 0.059
10. N -0.015
11. H 0.277
12. H 0.317
13. H 0.323
14. H 0.283
15. H 0.341
16. H 0.368
17. H 0.363
18. H 0.417
19. H 0.340
20. H 0.340
21. H 0.372
22. H 0.337
23. H 0.320
24. H 0.297
25. H 0.466

---

Molecular formula: C7H15N3
Method: DFT, the ωB97M-V functional and the def2-TZVPD basis

Calculated values
Charge: +2
E_LUMO (alpha / beta) in eV: -11.1 / -11.2
Frontier orbital gap (alpha / beta) in Eh: 0.2882 / 0.2517
HOMO (alpha / beta) in eV: -18.95 / -18.06
F_max in Eh/bohr: 0.0587

CARTESIAN COORDINATES (ANGSTROEM)
C (-1.223, 0.235, 0.001)
C (0.070, 0.887, -0.026)
C (-2.430, 1.063, 0.334)
C (0.185, 2.344, -0.116)
C (2.055, -2.088, 0.075)
C (-2.294, -1.963, -0.140)
C (2.480, 0.754, -0.152)
N (1.101, -1.126, 0.337)
N (-1.336, -0.997, -0.308)
N (1.192, 0.118, 0.064)
H (-2.730, 1.651, -0.535)
H (-3.265, 0.419, 0.595)
H (-2.224, 1.740, 1.161)
H (-0.771, 2.824, -0.304)
H (0.609, 2.780, 0.795)
H (0.859, 2.646, -0.924)
H (1.526, -3.022, -0.161)
H (2.802, -1.856, -0.690)
H (2.559, -2.349, 1.024)
H (-2.930, -1.845, 0.745)
H (-2.899, -2.037, -1.060)
H (-1.800, -2.947, -0.108)
H (2.552, 1.670, 0.436)
H (3.289, 0.095, 0.162)
H (2.623, 1.006, -1.207)

Atoms 1-6, force components in eV/Å:
-0.220 -0.304 0.027
0.004 -0.075 0.273
-0.417 -0.037 -0.026
0.086 0.505 -0.122
1.500 -0.850 -0.389
-1.174 -1.388 0.093

Partial charges, Mulliken, in e:
1. C 1.148
2. C 0.587
3. C -1.501
4. C -1.772
5. C -0.776
6. C -0.815
7. C -0.990
8. N -0.401
9. N -0.131
10. N 0.562
11. H 0.444
12. H 0.415
13. H 0.449
14. H 0.350
15. H 0.494
16. H 0.481
17. H 0.312
18. H 0.412
19. H 0.399
20. H 0.404
21. H 0.396
22. H 0.311
23. H 0.361
24. H 0.442
25. H 0.420

---

Molecular formula: C7H15N4O5S
Method: DFT, the ωB97M-V functional and the def2-TZVPD basis

Calculated values
Charge: +1
E_LUMO in eV: -3.8
Frontier orbital gap in Eh: 0.3513
HOMO in eV: -13.34
F_max in Eh/bohr: 0.0392

CARTESIAN COORDINATES (ANGSTROEM)
C (-1.138, -2.470, 1.397)
S (0.394, -3.263, 1.800)
O (0.741, -4.281, 0.880)
O (0.437, -3.577, 3.189)
N (1.553, -1.965, 1.626)
C (1.794, -1.078, 0.660)
N (2.772, -0.254, 0.988)
C (3.161, -0.630, 2.206)
N (4.108, -0.072, 2.957)
N (2.437, -1.698, 2.627)
H (-1.853, -3.201, 1.054)
H (-1.447, -1.992, 2.317)
H (-0.942, -1.677, 0.682)
H (1.230, -1.070, -0.254)
H (4.812, 0.525, 2.568)
H (4.153, -0.278, 3.935)
H (2.495, -2.222, 3.486)
C (-0.288, 2.406, -4.020)
C (-0.235, 2.997, -2.628)
O (-1.534, 3.023, -2.012)
C (-1.964, 1.879, -1.507)
O (-1.358, 0.833, -1.484)
O (-3.189, 2.072, -1.026)
C (-3.816, 0.896, -0.516)
H (-1.025, 2.931, -4.627)
H (0.686, 2.488, -4.501)
H (-0.570, 1.354, -3.991)
H (0.080, 4.037, -2.670)
H (0.467, 2.462, -1.988)
H (-3.170, 0.402, 0.208)
H (-4.059, 0.216, -1.330)
H (-4.734, 1.207, -0.027)

Atoms 1-6, force components in eV/Å:
0.814 0.808 0.313
-0.924 -1.764 0.319
0.115 0.550 -0.651
0.342 0.738 0.244
-0.387 -0.253 0.293
0.505 0.144 0.194

Partial charges, Mulliken, in e:
1. C -0.731
2. S 1.227
3. O -0.557
4. O -0.619
5. N 0.042
6. C -0.127
7. N -0.514
8. C 0.588
9. N -0.348
10. N -0.149
11. H 0.431
12. H 0.363
13. H 0.137
14. H 0.530
15. H 0.249
16. H 0.224
17. H 0.248
18. C -1.094
19. C -0.133
20. O -0.354
21. C 0.803
22. O -0.578
23. O -0.328
24. C -0.539
25. H 0.306
26. H 0.366
27. H 0.297
28. H 0.297
29. H 0.253
30. H 0.166
31. H 0.296
32. H 0.248

---

Molecular formula: C7H15NO
Method: DFT, the ωB97M-V functional and the def2-TZVPD basis

Calculated values
E_LUMO (alpha / beta) in eV: 0.0 / 0.4
Frontier orbital gap (alpha / beta) in Eh: 0.3103 / 0.2919
HOMO (alpha / beta) in eV: -8.46 / -7.53
F_max in Eh/bohr: 0.0184

CARTESIAN COORDINATES (ANGSTROEM)
C (-0.865, -0.531, 0.040)
C (-0.617, -0.859, -1.443)
C (-0.710, -1.807, 0.888)
C (-2.306, -0.004, 0.207)
C (0.061, 0.575, 0.493)
C (0.082, 1.734, 0.931)
H (-1.334, -1.616, -1.771)
H (0.391, -1.237, -1.606)
H (-0.735, 0.029, -2.063)
H (0.244, -2.303, 0.713)
H (-0.798, -1.588, 1.955)
H (-1.500, -2.512, 0.622)
H (-2.456, 0.904, -0.379)
H (-3.021, -0.757, -0.135)
H (-2.519, 0.225, 1.253)
H (-0.127, 2.670, 1.393)
C (1.962, -0.207, 0.484)
N (1.943, 2.239, -1.030)
O (1.886, 0.976, -1.305)
H (2.776, 2.536, -0.514)
H (1.074, 2.624, -0.636)
H (2.299, -0.940, -0.238)
H (2.709, 0.525, 0.765)
H (1.560, -0.677, 1.377)

Atoms 1-6, force components in eV/Å:
-0.109 -0.064 -0.086
-0.048 0.032 0.178
0.014 0.154 -0.083
0.164 -0.072 -0.031
0.365 -0.159 -0.125
-0.158 -0.228 0.164

Partial charges, Mulliken, in e:
1. C 2.477
2. C -1.603
3. C -1.727
4. C -1.863
5. C -0.364
6. C -0.970
7. H 0.465
8. H 0.300
9. H 0.349
10. H 0.401
11. H 0.361
12. H 0.450
13. H 0.391
14. H 0.439
15. H 0.393
16. H 0.585
17. C -1.278
18. N -0.233
19. O -0.284
20. H 0.248
21. H 0.250
22. H 0.284
23. H 0.477
24. H 0.451